Record 1
{"formula": "C3H3NaO3", "method": "wB97M-V/def2-TZVPD", "de_lowest_kj_mol": 93.1, "total_charge": 0, "gap_ev": 6.707, "e_tot_ev": -13717.764, "e_homo_ev": -7.84, "symbols": ["C", "O", "C", "C", "O", "O", "H", "H", "H", "Na"], "positions_angstrom": [[0.591, -2.090, -0.765], [0.567, 0.033, 0.739], [-0.101, 0.113, -0.337], [0.712, -2.390, 0.559], [-0.249, -1.009, -1.064], [-0.845, 1.078, -0.595], [1.459, -2.139, -1.429], [-0.177, -2.460, 1.192], [1.665, -2.783, 0.913], [-0.086, 2.542, 1.183]], "mulliken_charge": [-0.17, -0.76, 0.87, -0.50, -0.33, -0.80, 0.29, 0.23, 0.24, 0.94]}

=====

Record 2
{"formula": "C3H3O2S", "method": "wB97M-V/def2-TZVPD", "de_lowest_kj_mol": 324.7, "total_charge": -1, "gap_ev": 5.282, "e_tot_ev": -18087.727, "e_homo_ev": -2.04, "symbols": ["C", "C", "C", "O", "O", "S", "H", "H", "H"], "positions_angstrom": [[0.345, 0.055, 0.611], [-0.574, 0.971, 0.562], [0.011, -2.282, -1.183], [-1.113, -2.237, -1.509], [-0.366, 2.418, 0.713], [1.476, -2.725, -0.977], [1.326, 0.250, 0.809], [-1.729, 0.912, 0.364], [0.623, 2.637, 0.610]], "mulliken_charge": [-0.93, 0.12, 0.41, -0.28, -0.60, -0.33, 0.14, 0.18, 0.29]}

=====

Record 3
{"formula": "C3H3O3", "method": "wB97M-V/def2-TZVPD", "de_lowest_kj_mol": 0.0, "multiplicity": 3, "total_charge": -1, "gap_ev": [4.182, 6.657], "e_tot_ev": -9298.031, "e_homo_ev": [-0.22, -3.67], "symbols": ["C", "C", "C", "O", "O", "O", "H", "H", "H"], "positions_angstrom": [[-0.109, -0.129, 0.385], [0.897, 0.393, -0.326], [-1.811, 0.082, 0.010], [-1.972, -0.328, -1.121], [-2.456, 0.466, 0.959], [2.240, -0.037, -0.270], [-0.061, -0.882, 1.178], [0.850, 1.138, -1.146], [2.424, -0.703, 0.331]], "mulliken_spin": [0.79, 1.00, -0.01, 0.06, 0.02, 0.04, 0.06, 0.03, 0.01]}

=====

Record 4
{"formula": "C3H3O3S", "method": "wB97M-V/def2-TZVPD", "de_lowest_kj_mol": 147.9, "multiplicity": 3, "total_charge": -1, "gap_ev": [3.611, 7.463], "e_tot_ev": -20134.309, "e_homo_ev": [-0.24, -4.58], "symbols": ["C", "C", "C", "O", "O", "O", "S", "H", "H", "H"], "positions_angstrom": [[1.525, -0.537, -0.272], [-0.076, 0.241, -0.183], [-1.237, -0.500, -0.369], [-1.260, -1.571, -0.921], [-2.482, 0.049, 0.175], [2.547, -0.074, 0.154], [0.135, 1.482, 1.146], [1.620, -1.369, -0.991], [1.407, 1.262, 0.896], [-2.178, 1.018, 0.365]], "mulliken_spin": [0.55, 0.60, 0.14, 0.22, -0.01, 0.24, 0.17, 0.08, 0.00, 0.00]}

=====

Record 5
{"formula": "C3H3O3S2", "method": "wB97M-V/def2-TZVPD", "de_lowest_kj_mol": 238.3, "total_charge": -1, "gap_ev": 7.940, "e_tot_ev": -30971.205, "e_homo_ev": -4.97, "symbols": ["C", "C", "C", "O", "O", "O", "S", "S", "H", "H", "H"], "positions_angstrom": [[-2.493, -0.139, -1.302], [-1.834, 0.116, -0.322], [-1.037, 0.377, 0.780], [1.683, -0.839, -1.249], [1.831, -1.178, 1.222], [3.536, 0.237, -0.027], [1.001, 1.366, 0.299], [2.156, -0.331, 0.036], [-3.093, -0.253, -2.151], [-0.425, -0.377, 1.066], [-1.326, 1.021, 1.650]], "mulliken_charge": [0.14, 0.05, -1.30, -0.58, -0.65, -0.63, -0.18, 1.05, 0.41, 0.36, 0.34]}

=====

Record 6
{"formula": "C3H3OPS", "method": "wB97M-V/def2-TZVPD", "de_lowest_kj_mol": 0.0, "total_charge": 0, "smiles": "C=CP1SC1=O", "gap_ev": 8.570, "e_tot_ev": -25329.403, "e_homo_ev": -8.97, "symbols": ["C", "C", "P", "S", "C", "O", "H", "H", "H"], "positions_angstrom": [[-1.892, -0.187, 0.542], [-0.682, 0.126, 0.070], [0.891, -0.025, 0.829], [2.356, 1.407, 0.030], [2.107, -0.203, -0.562], [2.594, -0.926, -1.339], [-2.724, -0.062, -0.099], [-2.058, -0.654, 1.457], [-0.591, 0.524, -0.928]], "mulliken_charge": [-0.56, -0.04, -0.05, -0.17, 0.46, -0.42, 0.24, 0.29, 0.25]}

=====

Record 7
{"formula": "C3H3OS", "method": "wB97M-V/def2-TZVPD", "de_lowest_kj_mol": 139.3, "total_charge": 1, "gap_ev": 9.279, "e_tot_ev": -16032.011, "e_homo_ev": -15.74, "symbols": ["C", "C", "C", "O", "S", "H", "H", "H"], "positions_angstrom": [[0.379, 0.143, 0.646], [1.031, 0.482, -0.487], [-0.922, -0.427, 0.403], [-1.296, -0.457, -0.807], [-0.222, -0.220, -2.012], [0.680, 0.278, 1.728], [1.958, 0.994, -0.748], [-1.608, -0.793, 1.276]], "mulliken_charge": [-0.31, -0.20, 0.35, -0.19, 0.25, 0.33, 0.43, 0.35]}

=====

Record 8
{"formula": "C3H3OS2", "method": "wB97M-V/def2-TZVPD", "de_lowest_kj_mol": 197.5, "multiplicity": 3, "total_charge": -1, "gap_ev": [4.394, 6.556], "e_tot_ev": -26874.713, "e_homo_ev": [-0.84, -4.34], "symbols": ["C", "C", "C", "O", "S", "S", "H", "H", "H"], "positions_angstrom": [[0.560, -0.137, -0.057], [-0.530, 0.578, 0.315], [-2.609, 1.938, 1.648], [-3.236, 1.408, 0.763], [-2.935, 2.555, 3.095], [-0.560, 2.103, 1.138], [0.470, -0.981, -0.764], [1.649, 0.204, -0.226], [-1.460, 0.205, 0.353]], "mulliken_spin": [0.84, 0.55, -0.02, 0.00, 0.03, 0.50, 0.05, 0.04, 0.02]}

=====

Record 9
{"formula": "C3H3OSm", "method": "wB97M-V/def2-TZVPD", "de_lowest_kj_mol": 139.2, "multiplicity": 8, "total_charge": 2, "gap_ev": [7.484, 7.132], "e_tot_ev": -23088.736, "e_homo_ev": [-17.57, -17.42], "symbols": ["H", "O", "C", "C", "C", "H", "H", "Sm"], "positions_angstrom": [[-3.132, 0.570, -0.739], [-0.785, 1.249, -0.025], [-2.781, -0.121, 0.029], [-1.635, -0.857, -0.157], [-0.528, 0.092, -0.272], [-3.484, -0.397, 0.819], [-1.453, -1.840, 0.273], [2.227, -0.454, 0.378]], "mulliken_spin": [0.00, 0.49, -0.02, 0.20, 0.22, 0.00, 0.00, 6.11]}

=====

Record 10
{"formula": "C3H3P", "method": "wB97M-V/def2-TZVPD", "de_lowest_kj_mol": 16.9, "total_charge": 0, "smiles": "C#CP=C", "gap_ev": 9.022, "e_tot_ev": -12444.815, "e_homo_ev": -9.31, "symbols": ["C", "C", "P", "C", "H", "H", "H"], "positions_angstrom": [[1.390, -1.520, -0.783], [0.356, -0.988, -0.374], [-1.127, -0.585, 0.531], [-0.955, 1.094, 0.585], [2.414, -1.617, -1.097], [-1.864, 1.751, 0.871], [-0.215, 1.867, 0.266]], "mulliken_charge": [0.14, -0.44, -0.06, -0.46, 0.34, 0.22, 0.26]}

=====

Record 11
{"formula": "C3H3P", "method": "wB97M-V/def2-TZVPD", "de_lowest_kj_mol": 189.8, "total_charge": 0, "gap_ev": 7.658, "e_tot_ev": -12443.023, "e_homo_ev": -9.82, "symbols": ["C", "C", "C", "P", "H", "H", "H"], "positions_angstrom": [[2.450, 0.398, 0.873], [1.683, 0.492, -0.076], [-0.969, -0.175, -0.079], [0.585, -0.458, -0.984], [-1.421, 0.841, -0.452], [-0.600, -0.098, 0.958], [-1.729, -1.001, -0.241]], "mulliken_charge": [-0.17, -0.15, -0.77, 0.23, 0.28, 0.29, 0.29]}

=====

Record 12
{"formula": "C3H3P", "method": "wB97M-V/def2-TZVPD", "de_lowest_kj_mol": 197.8, "total_charge": 0, "gap_ev": 7.549, "e_tot_ev": -12442.941, "e_homo_ev": -9.83, "symbols": ["C", "C", "C", "P", "H", "H", "H"], "positions_angstrom": [[-0.402, 2.359, -1.429], [0.260, 1.342, -1.030], [0.030, -0.775, 0.555], [1.260, 0.437, -0.007], [-0.492, -1.384, -0.186], [-0.923, -0.408, 0.854], [0.267, -1.571, 1.243]], "mulliken_charge": [-0.15, -0.03, -1.10, 0.14, 0.38, 0.40, 0.37]}

=====

Record 13
{"formula": "C3H3P3", "method": "wB97M-V/def2-TZVPD", "de_lowest_kj_mol": 313.1, "total_charge": 0, "smiles": "C1=P[C@H]2P=C2P1", "gap_ev": [6.837, 6.837], "e_tot_ev": -31020.175, "e_homo_ev": [-7.76, -7.77], "symbols": ["C", "P", "C", "P", "C", "P", "H", "H", "H"], "positions_angstrom": [[-0.442, 0.593, -1.310], [-1.132, -0.852, -1.128], [-0.350, -0.970, 0.814], [0.983, -1.170, 1.874], [0.373, 0.286, 1.201], [0.747, 1.469, -0.063], [-1.054, 1.096, -2.209], [-1.225, -1.302, 1.261], [2.100, 0.851, -0.440]], "mulliken_charge": [-0.16, -0.03, -0.42, -0.05, 0.08, -0.11, 0.31, 0.32, 0.06]}

=====

Record 14
{"formula": "C3H3PS", "method": "wB97M-V/def2-TZVPD", "de_lowest_kj_mol": 82.1, "total_charge": 0, "smiles": "CC#CP=S", "gap_ev": 7.722, "e_tot_ev": -23280.598, "e_homo_ev": -9.34, "symbols": ["C", "C", "C", "P", "S", "H", "H", "H"], "positions_angstrom": [[-0.202, 1.085, 1.252], [-0.110, -0.175, 0.454], [0.035, -1.004, -0.449], [0.159, -2.439, -1.933], [0.818, -1.393, -3.400], [0.487, 1.666, 0.821], [-0.049, 0.753, 2.281], [-1.138, 1.507, 0.975]], "mulliken_charge": [-0.98, 0.63, -0.60, 0.25, -0.19, 0.31, 0.28, 0.28]}

=====

Record 15
{"formula": "C3H3PS", "method": "wB97M-V/def2-TZVPD", "de_lowest_kj_mol": 197.4, "total_charge": 0, "gap_ev": [6.516, 6.227], "e_tot_ev": -23279.403, "e_homo_ev": [-7.81, -7.46], "symbols": ["C", "C", "C", "P", "S", "H", "H", "H"], "positions_angstrom": [[-0.536, 0.350, -0.047], [-0.844, -0.226, -1.200], [0.766, -0.103, 0.656], [-1.526, 1.474, 1.022], [-1.260, -0.705, -2.558], [1.657, 0.297, 0.010], [0.756, -1.122, 0.462], [0.987, 0.035, 1.655]], "mulliken_charge": [0.40, 0.08, -1.14, 0.04, -0.41, 0.24, 0.32, 0.45]}

=====

Record 16
{"formula": "C3H4", "method": "wB97M-V/def2-TZVPD", "de_lowest_kj_mol": 226.3, "total_charge": 0, "gap_ev": 10.271, "e_tot_ev": -3171.505, "e_homo_ev": -8.97, "symbols": ["C", "C", "C", "H", "H", "H", "H"], "positions_angstrom": [[0.188, 0.526, -0.803], [0.923, 0.442, 0.275], [-0.295, -0.384, 0.249], [0.014, 0.940, -1.766], [1.803, 0.692, 0.816], [-1.560, -0.022, 1.008], [-0.324, -1.456, 0.170]], "mulliken_charge": [-0.23, -0.22, -0.54, 0.34, 0.34, 0.10, 0.21]}

=====

Record 17
{"formula": "C3H4", "method": "wB97M-V/def2-TZVPD", "de_lowest_kj_mol": 0.0, "multiplicity": 3, "total_charge": 0, "gap_ev": [7.159, 10.794], "e_tot_ev": -3167.686, "e_homo_ev": [-5.82, -11.24], "symbols": ["C", "C", "C", "H", "H", "H", "H"], "positions_angstrom": [[1.003, -0.296, -0.558], [0.224, -1.048, 0.200], [-0.384, 0.109, -0.420], [1.951, -0.106, -0.996], [0.100, -1.867, 0.867], [-0.809, 1.583, 0.957], [-1.196, 0.249, -1.099]], "mulliken_spin": [0.10, 0.11, 0.77, 0.01, 0.00, 0.98, 0.04]}

=====

Record 18
{"formula": "C3H41NO17", "method": "wB97M-V/def2-TZVPD", "de_lowest_kj_mol": 355.9, "total_charge": 0, "gap_ev": 9.507, "e_tot_ev": -40072.171, "e_homo_ev": -9.49, "symbols": ["N", "C", "C", "C", "H", "H", "H", "H", "H", "H", "H", "H", "H", "O", "H", "H", "O", "H", "H", "O", "H", "H", "O", "H", "H", "O", "H", "H", "O", "H", "H", "O", "H", "H", "O", "H", "H", "O", "H", "H", "O", "H", "H", "O", "H", "H", "O", "H", "H", "O", "H", "H", "O", "H", "H", "O", "H", "H", "O", "H", "H", "O"], "positions_angstrom": [[-1.340, 0.095, -0.121], [-0.181, 0.365, 0.784], [0.061, -0.870, 2.960], [-0.638, -0.036, 2.172], [-1.347, 0.644, -1.001], [-2.218, 0.341, 0.337], [0.209, 1.409, 0.693], [0.624, -0.399, 0.444], [-0.186, -1.022, 3.980], [0.870, -1.578, 2.712], [-1.547, 0.422, 2.547], [-2.215, -2.021, 0.299], [-1.355, -3.206, 0.231], [-2.198, -2.821, -0.273], [2.097, 1.386, 2.046], [2.240, 0.043, 2.794], [2.645, 0.628, 2.248], [-1.982, -2.254, 2.991], [-3.010, -1.342, 3.056], [-2.659, -1.974, 3.626], [4.941, 1.323, -0.761], [3.864, 0.233, -0.978], [4.385, 0.898, -1.500], [-0.093, -1.993, -2.517], [-0.141, -0.908, -1.618], [0.630, -1.340, -2.143], [-2.058, -2.999, -1.839], [-2.145, -2.944, -3.290], [-1.466, -3.057, -2.709], [2.384, 3.473, 1.549], [1.658, 2.713, 0.470], [1.663, 2.896, 1.351], [1.106, 1.668, -3.851], [-0.347, 1.434, -4.009], [0.298, 2.071, -3.710], [2.882, -1.102, 0.102], [3.402, -0.238, 1.159], [3.730, -0.811, 0.453], [-1.521, 3.043, 0.767], [-1.472, 3.514, 2.193], [-1.981, 3.426, 1.446], [3.006, 1.772, -1.665], [1.596, 2.126, -2.410], [2.075, 2.156, -1.497], [2.581, -3.005, -0.462], [1.281, -1.810, -0.859], [1.824, -2.355, -0.101], [-4.590, 0.213, 1.778], [-4.429, -1.093, 1.047], [-4.054, -0.564, 1.689], [0.516, -4.298, 0.701], [0.604, -2.932, 1.160], [-0.023, -3.695, 1.204], [-1.747, 2.662, -1.954], [-0.181, 2.547, -1.969], [-1.035, 2.330, -1.490], [-4.413, 2.470, -0.257], [-3.579, 2.068, 0.896], [-4.337, 1.779, 0.346], [3.246, 0.327, -3.165], [1.790, -0.266, -2.846], [2.283, 0.456, -3.235]], "mulliken_charge": [-0.25, 2.23, -1.49, 0.14, 0.18, 0.16, -0.88, -0.97, 0.34, 0.35, 0.61, 0.16, 0.50, -0.80, 0.39, 0.34, -0.75, 0.33, 0.37, -0.66, 0.30, 0.48, -0.78, 0.51, 0.19, -0.77, 0.39, 0.30, -0.67, 0.30, 0.24, -0.68, 0.36, 0.28, -0.71, 0.49, 0.56, -0.95, 0.26, 0.31, -0.63, 0.41, 0.31, -0.59, 0.26, 0.51, -0.80, 0.27, 0.25, -0.57, 0.32, 0.28, -0.68, 0.22, 0.29, -0.54, 0.29, 0.35, -0.64, 0.27, 0.54, -0.75]}

=====

Record 19
{"formula": "C3H42NO16", "method": "wB97M-V/def2-TZVPD", "de_lowest_kj_mol": 52.5, "total_charge": 1, "gap_ev": 10.701, "e_tot_ev": -38037.055, "e_homo_ev": -13.09, "symbols": ["C", "C", "C", "N", "H", "H", "H", "H", "H", "H", "H", "H", "H", "H", "H", "H", "O", "H", "H", "O", "H", "H", "O", "H", "H", "O", "H", "H", "O", "H", "H", "O", "H", "H", "O", "H", "H", "O", "H", "H", "O", "H", "H", "O", "H", "H", "O", "H", "H", "O", "H", "H", "O", "H", "H", "O", "H", "H", "O", "H", "H", "O"], "positions_angstrom": [[-1.411, -1.691, 0.840], [-1.864, -3.134, 0.550], [-3.253, -3.547, 1.142], [-1.794, -0.812, -0.291], [-1.873, -1.479, 1.824], [-0.330, -1.576, 0.976], [-1.126, -3.799, 1.020], [-1.927, -3.256, -0.530], [-3.776, -2.585, 1.344], [-3.666, -4.204, 0.401], [-3.262, -4.021, 2.117], [-0.905, -0.866, -0.859], [-2.638, -1.096, -0.795], [-1.984, 0.145, 0.069], [2.075, 0.723, -3.366], [2.967, 1.621, -2.580], [2.965, 1.082, -3.383], [4.391, -2.910, 1.741], [4.762, -3.601, 0.294], [4.094, -3.200, 0.861], [0.936, -3.187, 3.345], [1.897, -2.446, 3.867], [1.122, -2.225, 3.314], [-1.462, 2.733, -0.271], [-2.286, 2.034, -1.355], [-1.996, 1.941, -0.447], [1.451, 0.033, -0.902], [0.255, 0.548, -1.355], [0.547, 0.082, -0.557], [1.146, 3.312, -1.517], [2.017, 2.263, -0.789], [1.474, 2.409, -1.592], [1.338, -3.134, 1.335], [2.582, -3.908, 1.182], [1.628, -4.043, 1.414], [0.625, -0.734, 3.820], [0.859, 0.481, 3.139], [0.474, 0.237, 4.004], [-1.470, 4.929, 1.400], [-0.541, 3.679, 1.286], [-1.414, 4.031, 1.070], [1.704, 4.633, 1.885], [2.284, 3.258, 1.513], [1.450, 3.726, 1.718], [-1.562, 0.792, 3.249], [-2.388, 1.516, 2.282], [-1.926, 0.666, 2.355], [3.951, 3.552, -1.088], [4.510, 3.238, 0.340], [3.900, 2.944, -0.353], [-0.714, 1.544, -3.110], [-1.306, 0.914, -4.410], [-1.402, 0.977, -3.457], [-0.647, 5.139, -0.686], [-0.812, 4.890, -2.145], [-0.110, 4.999, -1.497], [-0.777, -1.689, -2.796], [0.437, -2.099, -3.294], [0.164, -1.425, -2.648], [-2.999, -2.709, -3.786], [-2.030, -3.257, -2.716], [-2.354, -2.441, -3.119]], "mulliken_charge": [-0.38, 0.22, -1.21, 0.33, 0.41, 0.06, 0.38, -0.35, 0.29, 0.39, 0.35, 0.09, 0.39, 0.27, 0.29, 0.40, -0.65, 0.32, 0.31, -0.66, 0.36, 0.26, -0.65, 0.27, 0.26, -0.56, 0.31, -0.08, -0.42, 0.24, 0.29, -0.51, 0.30, 0.40, -0.67, 0.51, 0.23, -0.70, 0.29, 0.38, -0.69, 0.28, 0.26, -0.56, 0.30, 0.22, -0.51, 0.32, 0.28, -0.61, 0.25, 0.28, -0.58, 0.32, 0.31, -0.65, 0.27, 0.29, -0.49, 0.27, 0.32, -0.65]}

=====

Record 20
{"formula": "C3H4AgO3", "method": "wB97M-V/def2-TZVPD", "de_lowest_kj_mol": 86.9, "multiplicity": 3, "total_charge": -1, "gap_ev": [5.250, 7.508], "e_tot_ev": -13313.815, "e_homo_ev": [-1.25, -4.70], "symbols": ["H", "O", "O", "C", "C", "O", "C", "H", "H", "H", "Ag"], "positions_angstrom": [[-2.211, -0.177, 0.349], [2.858, -0.273, -0.539], [-0.667, -0.390, 1.691], [-1.203, 0.209, 0.608], [-0.290, -0.006, -0.833], [0.902, 0.734, -1.072], [1.751, 0.142, -0.137], [-1.235, 1.315, 0.716], [-0.979, 0.314, -1.628], [-0.207, -1.094, -0.998], [1.281, -0.774, 1.843]], "mulliken_spin": [0.01, 0.05, 0.00, -0.02, -0.03, 0.10, 0.34, 0.00, 0.01, 0.00, 1.54]}